[1]
ORCA calculation (wB97M-V/def2-TZVPD) on C37H34MnNO3P as an isolated structure in a non-equilibrium geometry.

The multiplicity is 6. The energy above the lowest of the compared OMol25 structures with the same formula, charge and spin comes out at 53.1 kJ/mol. Its expectation value of S² is 8.759.

Geometry (Å):
Mn  0.66821  0.94190  -0.83788
C  -1.24835  -1.87175  1.69718
C  -1.80563  -2.76973  0.62473
C  -2.36034  -4.00216  0.95254
C  -2.90805  -4.82675  -0.01740
C  -2.90238  -4.42668  -1.34452
C  -2.34655  -3.20581  -1.69187
C  -1.79906  -2.37039  -0.71940
P  -1.12177  -0.70973  -1.13241
C  -0.90347  -0.85608  -2.95057
C  -1.75053  -0.18899  -3.82814
C  -1.55782  -0.27399  -5.19955
C  -0.51150  -1.02978  -5.70245
C  0.34920  -1.68275  -4.83040
C  0.18074  -1.60282  -3.45409
C  1.16754  -2.27302  -2.53551
C  -2.59079  0.34462  -0.90745
C  -3.86413  -0.17336  -0.66808
C  -4.91710  0.66988  -0.36011
C  -4.69689  2.03965  -0.28303
C  -3.44191  2.56072  -0.54307
C  -2.35940  1.73878  -0.88204
C  -1.02565  2.29460  -1.21617
H  -1.29902  -2.35507  2.67151
H  -1.82163  -0.94086  1.74307
H  -0.20968  -1.60424  1.49245
H  -2.36429  -4.32093  1.98839
H  -3.33866  -5.78005  0.26107
H  -3.33314  -5.05863  -2.11059
H  -2.34695  -2.89871  -2.72848
H  -2.57269  0.39465  -3.42924
H  -2.23305  0.23852  -5.87415
H  -0.36983  -1.11607  -6.77266
H  1.17796  -2.26096  -5.22291
H  1.91899  -2.81823  -3.10394
H  0.67141  -2.97245  -1.86221
H  1.68016  -1.52355  -1.92463
H  -4.03167  -1.24196  -0.70243
H  -5.89984  0.26088  -0.16305
H  -5.51352  2.70603  -0.03309
H  -3.29010  3.63300  -0.49906
H  -0.96261  3.33870  -0.90483
H  -0.90180  2.27306  -2.30982
O  0.83402  0.75606  1.58886
C  2.12325  0.99000  2.16241
C  3.12555  1.19421  0.93774
O  4.31946  1.27213  1.16005
O  2.52980  1.33385  -0.17761
C  2.14043  2.30809  2.91933
C  1.13470  3.25488  2.75706
C  1.18246  4.45928  3.44813
C  2.24184  4.73956  4.29274
C  3.26228  3.80802  4.44060
C  3.21114  2.60289  3.76314
C  2.44173  -0.18787  3.08456
C  1.42910  -0.64413  3.92745
C  1.65044  -1.68880  4.81018
C  2.89458  -2.29740  4.87306
C  3.90609  -1.85694  4.03554
C  3.68302  -0.81387  3.14519
H  0.16200  1.13291  2.16808
H  0.31456  3.08593  2.06772
H  0.39340  5.18892  3.31558
H  2.28019  5.67809  4.83066
H  4.10631  4.02489  5.08274
H  4.01305  1.88767  3.87340
H  0.44898  -0.18188  3.90534
H  0.84651  -2.03056  5.45059
H  3.07457  -3.10723  5.56895
H  4.88271  -2.32358  4.06653
H  4.48125  -0.48590  2.49740
C  1.64450  2.14473  -5.22222
C  1.56516  1.53535  -3.91340
N  1.48128  1.04956  -2.88198
H  2.11782  1.45405  -5.91855
H  2.22328  3.06556  -5.16778
H  0.64014  2.37203  -5.57716

***

[2]
ORCA calculation (wB97M-V/def2-TZVPD) on C37H35As2BrCl2CsN3O5 as an isolated structure in a non-equilibrium geometry.

Its total charge is -2. The energy above the lowest of the compared OMol25 structures with the same formula, charge and spin comes out at 205.3 kJ/mol.

Geometry (Å):
Cs  -1.74631  -2.50374  0.72189
N  0.30736  0.28885  3.35169
C  -1.02746  -0.27008  3.58545
C  -2.01715  0.25232  2.51772
O  -1.74548  1.39141  2.02994
N  -3.02355  -0.54396  2.27914
C  -4.00418  -0.07370  1.31519
C  -3.75959  -0.50907  -0.16027
O  -4.76261  -0.71791  -0.87069
O  -2.55180  -0.62809  -0.51707
H  0.69986  0.64830  4.21270
H  0.12674  1.10463  2.76219
H  -1.43831  0.05324  4.55181
H  -1.02321  -1.36582  3.58974
H  -4.05089  1.02399  1.28226
H  -4.99264  -0.44712  1.59227
Cl  1.70598  -4.67744  -1.69723
C  0.07672  -4.31304  -2.32946
Cl  -0.26225  -2.58479  -2.35652
H  -0.65175  -4.77863  -1.66976
H  0.03938  -4.69072  -3.34411
C  0.07680  1.74977  -0.44582
C  1.49754  1.75766  -1.00040
As  2.21913  -0.02685  -1.44688
C  4.01838  0.57278  -1.97959
C  5.13640  -0.19582  -1.65577
C  6.40203  0.15837  -2.09933
C  6.57704  1.29257  -2.88162
C  5.47352  2.06243  -3.21763
C  4.20680  1.70181  -2.77434
C  2.66357  -0.57374  0.37253
C  3.49121  0.21528  1.17291
C  3.78290  -0.15331  2.47442
C  3.23018  -1.30895  3.00882
C  2.39670  -2.09226  2.23392
C  2.12924  -1.74023  0.91398
As  -0.30281  3.53942  0.28775
C  0.21341  4.57144  -1.32261
C  1.05714  5.66745  -1.18438
C  1.43219  6.42984  -2.28709
C  0.96509  6.09790  -3.54872
C  0.11831  5.00489  -3.70144
C  -0.25443  4.25394  -2.59734
C  -2.21771  3.80608  -0.00411
C  -2.75994  4.97890  0.51517
C  -4.09516  5.29500  0.31307
C  -4.90993  4.42615  -0.39828
C  -4.38409  3.24291  -0.89670
C  -3.04237  2.93469  -0.70398
H  -0.07149  1.06595  0.39218
H  -0.64455  1.45646  -1.20883
H  2.20077  2.24070  -0.31412
H  1.52937  2.32693  -1.93086
H  5.01552  -1.07691  -1.03573
H  7.25547  -0.45216  -1.82843
H  7.56566  1.57399  -3.22403
H  5.59431  2.95095  -3.82624
H  3.36313  2.32251  -3.05215
H  3.92165  1.12678  0.77203
H  4.42765  0.47472  3.07847
H  3.42848  -1.58284  4.03788
H  1.93489  -2.98141  2.64502
H  1.50251  -2.41106  0.33363
H  1.43351  5.92627  -0.20040
H  2.09241  7.27992  -2.15777
H  1.25715  6.68514  -4.41141
H  -0.25470  4.73989  -4.68388
H  -0.92480  3.41075  -2.72656
H  -2.13108  5.65047  1.09145
H  -4.50303  6.21062  0.72682
H  -5.95916  4.65714  -0.54078
H  -5.02064  2.53190  -1.40629
H  -2.67024  1.98087  -1.05386
Br  -1.82157  -10.77858  1.11093
C  -2.36861  -9.03969  1.66162
C  -3.37162  -8.91784  2.60580
N  -3.79357  -7.73106  3.03176
C  -3.21280  -6.64532  2.52506
C  -2.20525  -6.67629  1.56526
C  -1.77564  -7.91572  1.11847
C  -1.59874  -5.39099  1.00938
O  -1.88824  -5.14233  -0.18416
O  -0.91628  -4.71518  1.79482
H  -3.84433  -9.79798  3.02656
H  -3.56228  -5.69022  2.90120
H  -1.00392  -7.99307  0.36373

***

[3]
ORCA calculation (wB97M-V/def2-TZVPD) on C37H35I2N5O5PYb as an isolated structure in a non-equilibrium geometry.

The multiplicity is 2. The energy above the lowest of the compared OMol25 structures with the same formula, charge and spin comes out at 336.7 kJ/mol. Its expectation value of S² is 0.795.

Geometry (Å):
Yb  16.55197  -4.42175  8.46930
N  15.46264  -5.07313  6.41646
C  16.02302  -6.44706  6.46488
C  17.35656  -6.47252  7.22041
O  18.36123  -6.07504  6.57098
N  17.19596  -6.73210  8.54787
C  18.52648  -6.69745  9.23322
C  18.81656  -5.39701  10.19135
O  19.72711  -5.56214  10.99408
O  18.22047  -4.28189  9.92960
H  14.41433  -5.18961  6.24991
H  15.79238  -4.53895  5.57322
H  16.32825  -6.74304  5.44050
H  15.31357  -7.17840  6.87209
H  19.30110  -6.79549  8.44025
H  18.36700  -7.44530  9.99831
I  14.81039  -3.86987  14.10192
C  13.82457  -3.06415  12.15685
I  13.75336  -4.45076  10.51267
H  14.48849  -2.25842  11.85986
H  12.80795  -2.74581  12.31996
O  12.35067  -9.59632  7.83538
C  12.80629  -10.37149  8.56932
C  12.99607  -11.57906  9.22912
C  12.78659  -12.85384  8.71056
C  12.26648  -13.81098  9.57190
C  12.19554  -13.56204  10.94799
C  12.63145  -12.33301  11.49660
C  13.19667  -11.41803  10.65020
P  13.96122  -9.80836  11.24943
C  15.21143  -10.39370  12.45923
C  15.59504  -11.75318  12.53121
C  16.39704  -12.14672  13.60687
C  16.85505  -11.19654  14.49655
C  16.52560  -9.86358  14.37989
C  15.72876  -9.42716  13.32353
C  12.62609  -9.39318  12.36506
C  12.66236  -9.76235  13.73884
C  11.49631  -9.54374  14.47060
C  10.37091  -8.91047  13.90910
C  10.38948  -8.53577  12.55302
C  11.48068  -8.87493  11.78925
H  12.97848  -13.07627  7.65285
H  11.97408  -14.80402  9.21173
H  11.84421  -14.28886  11.61245
H  12.44517  -12.18005  12.57115
H  15.32620  -12.39429  11.62080
H  16.49686  -13.20954  13.79839
H  17.50256  -11.51277  15.27993
H  16.95156  -9.19930  15.10030
H  15.50082  -8.37407  13.26111
H  13.44495  -10.36203  14.12361
H  11.60584  -9.78096  15.52566
H  9.53222  -8.69281  14.57277
H  9.65037  -7.88065  12.19036
H  11.41462  -8.92055  10.69092
C  19.65408  0.13444  15.50038
C  19.96039  -0.59752  14.22707
C  19.68632  -1.98179  14.00664
C  19.90904  -2.65605  12.79437
C  20.41775  -1.87189  11.68947
N  20.46561  -2.46534  10.42310
C  21.08832  -1.83693  9.33641
O  22.22201  -1.34904  9.38502
N  20.24704  -1.66423  8.22901
C  18.83587  -1.64008  8.19645
C  18.00423  -0.92491  9.07033
C  16.65462  -0.95912  8.81644
C  16.13833  -1.60562  7.70916
N  16.91534  -2.38620  6.92226
C  18.23814  -2.41267  7.20404
C  20.93007  -0.63338  11.97237
C  20.59870  0.02294  13.13244
H  18.86344  0.90823  15.33561
H  20.49645  0.64854  15.87508
H  19.28114  -0.53440  16.26236
H  19.21662  -2.55405  14.80721
H  19.57220  -3.66083  12.66884
H  19.62893  -3.09765  10.31768
H  20.68625  -1.43127  7.34049
H  18.46895  -0.27115  9.80101
H  15.98036  -0.47936  9.50331
H  15.06304  -1.52383  7.51383
H  18.92177  -2.95672  6.54732
H  21.54952  -0.20294  11.20073
H  20.87944  1.08807  13.22042

***

[4]
ORCA calculation (wB97M-V/def2-TZVPD) on C37H36BBrF4N2P2PtSi as an isolated structure.

The multiplicity is 3. The energy above the lowest of the compared OMol25 structures with the same formula, charge and spin comes out at 0.0 kJ/mol. Its expectation value of S² is 2.010.

Geometry (Å):
Pt  -0.09811  -0.03503  -0.15769
N  -1.58851  -0.33293  2.39935
P  -1.09393  -1.65204  1.38822
C  -0.56520  -2.82853  2.68758
C  0.75455  -2.77211  3.13358
C  1.14981  -3.51899  4.23269
C  0.23485  -4.33050  4.88948
C  -1.07531  -4.40273  4.43766
C  -1.47911  -3.65741  3.33752
C  -2.65789  -2.35626  0.81938
C  -3.87194  -1.70210  0.98413
C  -5.04077  -2.29160  0.52439
C  -4.99333  -3.52021  -0.11729
C  -3.77627  -4.16271  -0.30648
C  -2.60617  -3.58327  0.15734
P  -0.64272  1.01875  2.01144
C  0.90936  0.84860  2.98325
C  2.10616  0.51584  2.34726
C  3.26404  0.29898  3.08383
C  3.23867  0.43031  4.46298
C  2.05445  0.76623  5.10887
C  0.89932  0.97635  4.37529
C  -1.46925  2.37019  2.89535
C  -2.82914  2.31646  3.19197
C  -3.45355  3.40191  3.79140
C  -2.73214  4.55151  4.07625
C  -1.38063  4.62163  3.75880
C  -0.75203  3.53946  3.16519
H  -1.75900  -0.53094  3.37979
H  1.47642  -2.16167  2.60430
H  2.17764  -3.47215  4.57019
H  0.54292  -4.91730  5.74609
H  -1.79164  -5.04063  4.94034
H  -2.50228  -3.72417  2.99321
H  -3.89573  -0.73756  1.47776
H  -5.99113  -1.79037  0.66183
H  -5.90427  -3.97076  -0.49181
H  -3.73515  -5.10964  -0.82982
H  -1.64822  -4.07543  0.00635
H  2.14413  0.40248  1.27310
H  4.17693  0.01796  2.57409
H  4.14141  0.26979  5.03979
H  2.03445  0.85893  6.18786
H  -0.02225  1.22990  4.88790
H  -3.39138  1.42096  2.95554
H  -4.50826  3.35212  4.03002
H  -3.22265  5.39586  4.54386
H  -0.81915  5.52140  3.97558
H  0.30522  3.58733  2.92769
F  0.68760  -2.16332  -1.38048
B  1.66581  -2.90252  -0.61146
F  2.72390  -3.24557  -1.44083
F  1.02465  -4.01252  -0.04990
F  2.12946  -2.03221  0.42657
Br  2.77539  0.23416  -2.00380
C  1.94415  1.91543  -1.80038
C  2.23936  2.95765  -2.66155
C  1.60009  4.16637  -2.45877
C  0.72162  4.29269  -1.39235
C  0.51506  3.20060  -0.57491
N  1.09429  2.01208  -0.78224
H  2.94502  2.81316  -3.46713
H  1.79399  4.99812  -3.12345
H  0.20693  5.22224  -1.18980
H  -0.14537  3.25985  0.28189
C  -0.90570  1.17403  -3.43175
Si  -1.68245  0.44422  -1.86296
C  -2.87884  1.75156  -1.19314
C  -2.71582  -0.96802  -2.57637
C  -2.08839  -2.11408  -3.07808
C  -2.80837  -3.07656  -3.77383
C  -4.17019  -2.90851  -3.98880
C  -4.81116  -1.78107  -3.49403
C  -4.09072  -0.82682  -2.78525
H  -0.66867  2.23564  -3.31308
H  -1.62914  1.06805  -4.24457
H  0.00542  0.64349  -3.72283
H  -3.51729  2.13218  -1.99900
H  -2.33753  2.60034  -0.76711
H  -3.52224  1.33233  -0.41218
H  -1.02216  -2.25436  -2.92202
H  -2.30633  -3.96257  -4.14546
H  -4.73419  -3.65659  -4.53473
H  -5.87302  -1.64232  -3.66310
H  -4.60713  0.04941  -2.40490

***

[5]
ORCA calculation (wB97M-V/def2-TZVPD) on a 4-piece molecular cluster, C37H36BIN4O17 overall in a non-equilibrium geometry.

The energy above the lowest of the compared OMol25 structures with the same formula, charge and spin comes out at 35.5 kJ/mol.

Geometry (Å):
C  1.09312  -4.26833  2.17086
C  1.90889  -2.94892  2.16931
B  1.55333  -1.96572  0.97844
O  1.31737  -2.43803  -0.31435
C  1.44790  -0.39155  1.29264
C  2.55594  0.43719  1.30111
C  3.91755  -0.15449  0.98876
C  4.14431  -0.49709  -0.51804
C  3.09150  0.09288  -1.45921
O  4.23747  -1.90747  -0.70306
C  2.35415  1.83340  1.61097
C  3.60384  2.71533  1.66086
C  3.41476  4.01109  2.42609
O  2.65767  4.87777  2.17101
I  4.72340  4.29186  4.15639
C  1.09869  2.32070  1.83682
C  -0.04745  1.48501  1.79395
N  -1.26873  2.06118  2.01625
C  -2.24513  1.20641  1.93438
N  -3.59026  1.73427  2.08760
C  -4.06212  1.60683  3.21312
O  -4.71766  1.33873  4.12413
C  -2.10635  -0.20206  1.67982
C  -3.31965  -1.10533  1.58948
C  -3.67062  -1.45003  0.11878
O  -3.83981  -0.24240  -0.60248
C  -2.65517  -2.44337  -0.52830
N  -2.31594  -2.17164  -1.92647
N  -0.92068  -0.74641  1.51271
C  0.14366  0.12441  1.54832
H  0.64617  -4.51817  1.20306
H  1.71612  -5.11201  2.47912
H  0.27340  -4.17749  2.88980
H  1.68885  -2.42687  3.10131
H  2.99417  -3.11462  2.15096
H  0.46908  -2.90435  -0.30257
H  4.05008  -1.04171  1.61425
H  4.73311  0.52143  1.25278
H  5.10215  -0.06795  -0.84042
H  2.10546  -0.35733  -1.32871
H  3.01476  1.18292  -1.38914
H  3.40149  -0.13013  -2.48680
H  3.53593  -2.16333  -1.31222
H  4.35671  2.14149  2.20509
H  4.02844  2.87863  0.66346
H  0.94291  3.37622  2.02997
H  -4.17412  -0.72294  2.14299
H  -3.02303  -2.04725  2.07154
H  -4.64076  -1.95790  0.15570
H  -2.95707  0.07175  -0.85466
H  -3.09446  -3.44713  -0.48636
H  -1.71250  -2.49949  0.02004
H  -3.16975  -1.99595  -2.44324
H  -1.72473  -1.35276  -1.99715
C  -2.66465  -0.30393  6.71195
C  -2.06435  -0.36594  7.90811
C  -0.69617  -0.96296  8.07448
O  -0.20078  -0.97204  9.18442
C  -0.03543  -1.50459  6.89599
C  -0.64016  -1.44287  5.70327
C  -1.99087  -0.82537  5.53519
O  -2.47626  -0.78825  4.41740
O  -0.08743  -1.92160  4.59362
O  -2.63329  0.09333  9.01822
H  -3.64816  0.12489  6.57761
H  0.94185  -1.94713  7.02781
H  -0.72246  -1.74740  3.86814
H  -1.99149  -0.07043  9.73561
C  -0.26513  2.34133  -2.80999
C  0.16879  3.44507  -3.43356
C  -0.77770  4.38344  -4.12767
O  -0.31968  5.37619  -4.65787
C  -2.19526  4.04968  -4.13493
C  -2.62520  2.94322  -3.51611
C  -1.67661  2.02726  -2.80131
O  -2.13759  1.03975  -2.24803
O  -3.90844  2.58847  -3.49243
O  1.45350  3.77928  -3.47960
H  0.40584  1.65856  -2.30834
H  -2.86593  4.72126  -4.65157
H  -3.95748  1.75979  -2.97777
H  1.49501  4.61495  -3.98380
C  1.89814  -0.82847  -6.10942
C  1.85357  -1.12846  -7.41416
C  0.59301  -0.97744  -8.21705
O  0.62720  -1.24955  -9.40107
C  -0.60719  -0.51741  -7.53342
C  -0.56151  -0.22292  -6.22903
C  0.70485  -0.34608  -5.43381
O  0.67643  -0.03741  -4.25559
O  -1.62869  0.19520  -5.54968
O  2.91346  -1.57413  -8.08151
H  2.80066  -0.93006  -5.52368
H  -1.51352  -0.42998  -8.11576
H  -1.32064  0.32388  -4.63261
H  2.61339  -1.71036  -9.00071